Entry 1:
{
  "formula": "C4H7NO",
  "method": "ωB97M-V/def2-TZVPD",
  "symbols": ["O", "C", "C", "C", "C", "N", "H", "H", "H", "H", "H", "H", "H"],
  "xyz": [[-0.83098, -1.47412, -0.79312], [-0.57069, -0.10680, -0.86418], [-1.47601, 0.88149, -0.10572], [-0.09307, 0.59722, 0.33132], [1.03613, 1.02918, 1.08858], [0.46192, 0.03402, 1.60795], [-0.60543, -1.76910, 0.10018], [-0.22629, 0.18297, -1.85499], [-2.28658, 0.43728, 0.46903], [-1.70974, 1.83537, -0.57454], [1.87767, 1.68256, 1.28948], [1.97368, -1.62186, -0.06495], [2.44939, -1.70821, -0.62905]],
  "smiles": "O[C@H]1C[C@]12C=N2.[H][H]",
  "e_lumo_ev": 0.98,
  "total_charge": 0,
  "homo_lumo_gap_ev": 10.6,
  "largest_force_ha_per_bohr": 0.009
}

***

Entry 2:
{
  "formula": "C22H43ClFINO5S2",
  "method": "ωB97M-V/def2-TZVPD",
  "symbols": ["C", "C", "C", "C", "C", "C", "C", "C", "C", "C", "C", "C", "C", "C", "Cl", "O", "C", "O", "C", "S", "I", "C", "C", "C", "C", "S", "O", "O", "O", "C", "C", "F", "H", "H", "H", "H", "H", "H", "H", "H", "H", "H", "H", "H", "H", "H", "H", "H", "H", "H", "H", "H", "H", "H", "H", "H", "H", "H", "H", "H", "H", "H", "H", "H", "H", "H", "H", "H", "H", "H", "H", "N", "H", "H", "H", "H"],
  "xyz": [[7.75161, 2.34662, 1.04082], [7.43489, 0.99511, 0.18445], [6.19285, 0.26346, 0.88626], [5.88434, -1.20026, 0.26622], [5.16111, -2.08548, 1.39746], [3.82602, -2.83664, 0.92649], [2.83686, -1.90636, 0.03439], [1.37953, -2.56418, -0.13891], [0.26688, -1.41475, 0.14113], [0.06058, -0.56393, -1.18586], [-1.47308, -0.19091, -1.58294], [-2.46019, -1.35131, -2.05173], [-2.35481, -2.76176, -1.29382], [-3.21546, -2.89027, 0.04731], [-2.69856, -4.48822, 0.85613], [-1.15210, 0.35026, -2.94530], [-0.66647, 1.67037, -3.04549], [0.25701, 2.16676, -3.70047], [-1.67342, 2.38771, -1.96151], [-0.64935, 3.83656, -1.45031], [-3.11979, 3.27253, -3.31488], [-2.08477, 1.19351, -0.92463], [-1.35147, 1.67256, 0.44887], [-1.65161, 0.68700, 1.70786], [-2.52169, 1.42880, 2.86976], [-3.39936, 0.18775, 3.92393], [-2.88532, -1.22904, 3.73072], [-4.86344, 0.28479, 3.62472], [-3.17110, 0.66427, 5.52242], [-3.69128, 1.20146, -0.70529], [-4.28659, 2.50517, -0.01815], [-4.13932, 0.06808, 0.10510], [7.78044, 3.24801, 0.33068], [8.80587, 2.27406, 1.49112], [6.97626, 2.53132, 1.86579], [7.18851, 1.29359, -0.88856], [8.38703, 0.35503, 0.19152], [5.27416, 0.94191, 0.92683], [6.48699, 0.06611, 1.98750], [5.34617, -1.16794, -0.73653], [6.91580, -1.67748, 0.05665], [4.99171, -1.45091, 2.34612], [5.91021, -2.90668, 1.70012], [3.22451, -3.05916, 1.88884], [4.00495, -3.82800, 0.39048], [3.27658, -1.75850, -1.02291], [2.84673, -0.87765, 0.52719], [1.30607, -2.98404, -1.20610], [1.30923, -3.41988, 0.62919], [0.74710, -0.72384, 0.93337], [-0.68126, -1.82491, 0.63320], [0.71858, 0.38108, -1.09267], [0.45554, -1.16287, -2.08673], [-2.20676, -1.61801, -3.14942], [-3.56843, -1.08701, -2.08275], [-2.84368, -3.51770, -2.02463], [-1.27669, -3.16245, -1.19557], [-4.33997, -3.01733, -0.15575], [-3.03532, -2.08696, 0.82744], [0.51634, 3.45559, -0.80441], [-0.20430, 1.67231, 0.34282], [-1.74530, 2.68561, 0.82819], [-2.07940, -0.32093, 1.40824], [-0.64348, 0.45578, 2.22130], [-3.17605, 2.26890, 2.47286], [-1.74180, 1.93594, 3.55594], [-2.83245, -0.08993, 6.05636], [-4.25844, 1.03977, -1.69952], [-3.55618, 3.39076, -0.05357], [-4.72517, 2.33666, 1.03420], [-5.19102, 2.84305, -0.65600], [-6.38187, 1.37293, -3.83737], [-6.89886, 1.71095, -4.65480], [-5.71093, 2.09173, -3.53395], [-7.03847, 1.17465, -3.07592], [-5.87546, 0.51683, -4.08350]],
  "e_lumo_ev": -4.35,
  "total_charge": 1,
  "homo_lumo_gap_ev": 7.5,
  "largest_force_ha_per_bohr": 0.098
}

***

Entry 3:
{
  "formula": "C2H8N2",
  "method": "ωB97M-V/def2-TZVPD",
  "symbols": ["C", "N", "H", "H", "H", "C", "N", "H", "H", "H", "H", "H"],
  "xyz": [[-5.11853, 0.91294, -2.82159], [-6.11782, 0.13788, -2.88388], [-4.67626, 1.38274, -1.88976], [-4.55905, 1.18201, -3.75700], [-5.86270, -0.57175, -3.53741], [4.75341, -0.04289, 2.04697], [5.01070, -0.86547, 3.21464], [5.53609, -0.19534, 1.23951], [3.80566, -0.10660, 1.51420], [4.89722, 1.03576, 2.37390], [4.76691, -1.81248, 2.99177], [6.03270, -1.04154, 3.39718]],
  "smiles": "C=N.CN",
  "e_lumo_ev": 1.07,
  "total_charge": 0,
  "homo_lumo_gap_ev": 10.5,
  "largest_force_ha_per_bohr": 0.066
}

***

Entry 4:
{
  "formula": "C32H19BrF3N6O6SZn",
  "method": "ωB97M-V/def2-TZVPD",
  "symbols": ["Zn", "O", "C", "O", "C", "C", "C", "N", "C", "C", "C", "C", "C", "C", "C", "N", "C", "C", "C", "C", "C", "N", "H", "H", "H", "H", "H", "H", "H", "H", "H", "H", "Br", "C", "C", "C", "C", "C", "C", "N", "N", "C", "C", "C", "C", "O", "C", "N", "C", "C", "C", "C", "H", "H", "H", "H", "H", "H", "H", "H", "H", "F", "C", "F", "F", "S", "O", "O", "O"],
  "xyz": [[0.74356, 0.05464, 0.87469], [1.87882, -3.49977, 6.68203], [0.75828, -3.38932, 6.16025], [-0.36135, -3.79539, 6.51119], [0.75819, -2.61728, 4.81159], [1.91423, -2.00916, 4.34276], [1.88895, -1.34867, 3.12677], [0.76801, -1.27985, 2.40265], [-0.33402, -1.91785, 2.80449], [-0.37821, -2.58252, 4.01622], [-1.44228, -1.94901, 1.81384], [-2.77431, -2.02257, 2.20154], [-3.74869, -2.03374, 1.21994], [-3.36338, -1.98091, -0.11086], [-2.00996, -1.91863, -0.39974], [-1.06647, -1.90373, 0.53383], [3.10358, -0.80937, 2.45822], [4.29352, -0.60098, 3.14159], [5.41274, -0.21465, 2.42883], [5.31595, -0.06055, 1.05585], [4.08364, -0.25098, 0.46228], [2.99393, -0.60290, 1.13933], [2.80840, -2.11781, 4.94013], [-1.25433, -3.11567, 4.35923], [-3.03247, -2.04225, 3.25093], [-4.79600, -2.07233, 1.49016], [-4.09254, -1.98113, -0.91016], [-1.66440, -1.86731, -1.42802], [4.32761, -0.71648, 4.21431], [6.34588, -0.02395, 2.94179], [6.16292, 0.24148, 0.45745], [3.96631, -0.10265, -0.60442], [-1.85053, -3.68778, -5.27676], [-2.17705, -1.82710, -5.11912], [-2.93551, -1.35862, -4.05609], [-3.16140, -0.00001, -3.92518], [-2.63118, 0.88762, -4.86060], [-1.91837, 0.39785, -5.94574], [-1.67006, -0.96128, -6.07065], [-2.93788, 2.29077, -4.85092], [-2.86979, 2.98307, -3.81902], [-2.30177, 2.48784, -2.61684], [-3.01809, 2.71220, -1.45750], [-2.65611, 2.16351, -0.23280], [-1.49050, 1.39921, -0.09956], [-1.10350, 0.86351, 0.98921], [-0.67931, 1.24652, -1.30100], [0.48587, 0.56485, -1.14940], [1.33211, 0.48937, -2.14701], [1.08652, 1.10260, -3.38465], [-0.09757, 1.75661, -3.57689], [-1.05200, 1.81465, -2.53547], [-3.34362, -2.05383, -3.33462], [-3.74016, 0.37173, -3.09026], [-1.55376, 1.09261, -6.69181], [-1.09754, -1.34267, -6.90464], [-3.92472, 3.30105, -1.53757], [-3.25389, 2.33765, 0.65142], [2.24084, -0.07713, -1.98028], [1.83647, 1.05555, -4.16141], [-0.30034, 2.25608, -4.51415], [2.66237, 5.21223, 2.66237], [1.85297, 4.32489, 2.07216], [1.64187, 4.73655, 0.81640], [0.68309, 4.34396, 2.71208], [2.60839, 2.64711, 2.10169], [3.81950, 2.79105, 1.33715], [2.73942, 2.33704, 3.49862], [1.56910, 1.87197, 1.41016]],
  "e_lumo_ev": 1.45,
  "total_charge": -1,
  "homo_lumo_gap_ev": 7.0,
  "largest_force_ha_per_bohr": 0.004
}